C9H25PSi2 in the gas phase. Source: the OMol25 dataset; level of theory: the ωB97M-V functional and the def2-TZVPD basis.

Computed properties:
Energy in eV: -34782.3239
Spin multiplicity: 1
Charge: 0
Gap between HOMO and LUMO in Eh: 0.254
Strongest force on any atom in eV/A: 5.59
SMILES string: C[Si](C)(C)[Si](C)(C)C=P(C)(C)C
HOMO energy in eV: -6.315

Cartesian coordinates (Å):
1 C -1.20 0.60 -0.07
2 C 0.24 2.36 2.02
3 C 0.10 -0.79 2.19
4 C 1.82 0.69 -2.07
5 C 3.24 -0.88 0.05
6 C 3.25 2.13 0.04
7 C -3.36 -1.37 0.82
8 C -3.54 -0.29 -1.87
9 C -1.31 -2.22 -1.07
10 Si 0.25 0.70 1.06
11 Si 2.22 0.62 -0.23
12 P -2.32 -0.81 -0.59
13 H -1.08 1.39 -0.81
14 H -0.65 2.45 2.63
15 H 1.14 2.38 2.65
16 H 0.31 3.10 1.24
17 H 0.79 -0.73 3.05
18 H 0.41 -1.64 1.60
19 H -0.90 -1.00 2.60
20 H 2.77 0.72 -2.58
21 H 1.34 -0.25 -2.28
22 H 1.16 1.50 -2.39
23 H 4.01 -0.95 -0.70
24 H 2.61 -1.76 -0.02
25 H 3.73 -0.83 1.02
26 H 3.80 2.21 0.99
27 H 3.94 2.23 -0.80
28 H 2.53 2.98 0.02
29 H -2.73 -1.87 1.50
30 H -3.85 -0.57 1.35
31 H -4.15 -2.05 0.48
32 H -3.48 -1.04 -2.68
33 H -3.33 0.69 -2.26
34 H -4.54 -0.24 -1.44
35 H -0.80 -2.06 -2.01
36 H -1.93 -3.09 -1.13
37 H -0.50 -2.31 -0.34


C61H43Cl2IN8O6W as an isolated structure. Source: the OMol25 dataset; level of theory: the ωB97M-V functional and the def2-TZVPD basis.

Computed properties:
Energy in eV: -123121.4347
Spin multiplicity: 1
Charge: +2
Gap between HOMO and LUMO in Eh: 0.180
Strongest force on any atom in eV/A: 1.57
HOMO energy in eV: -11.593

Cartesian coordinates (Å):
1 W -0.21 -0.32 1.56
2 O -4.62 -2.22 -1.30
3 C -3.56 -2.13 -2.12
4 C -3.67 -2.77 -3.35
5 C -2.62 -2.73 -4.24
6 C -1.43 -2.06 -3.94
7 C -1.32 -1.42 -2.73
8 C -2.37 -1.44 -1.80
9 C -2.18 -0.87 -0.50
10 O -0.95 -0.38 -0.19
11 N -3.06 -0.85 0.43
12 N -2.50 -0.42 1.61
13 C -3.27 -0.47 2.63
14 C -2.88 -0.08 3.96
15 C -3.80 -0.14 5.01
16 C -3.44 0.30 6.27
17 C -2.16 0.80 6.48
18 C -1.23 0.86 5.45
19 C -1.60 0.41 4.20
20 O -0.71 0.47 3.19
21 H -4.43 -1.77 -0.46
22 H -4.59 -3.29 -3.58
23 H -2.72 -3.24 -5.20
24 H -0.62 -2.03 -4.65
25 H -0.40 -0.90 -2.46
26 H -4.28 -0.82 2.46
27 H -4.79 -0.53 4.82
28 H -4.16 0.26 7.08
29 H -1.88 1.16 7.47
30 H -0.22 1.23 5.61
31 C 1.56 10.27 -7.64
32 O 0.34 9.94 -6.96
33 C 0.36 8.90 -6.11
34 C 1.47 8.08 -5.90
35 C 1.38 7.03 -4.99
36 C 0.21 6.79 -4.29
37 C -0.90 7.61 -4.53
38 C -0.83 8.65 -5.42
39 C 0.17 5.68 -3.33
40 N 1.11 4.76 -3.18
41 C 0.65 3.96 -2.18
42 C -0.57 4.37 -1.71
43 N -0.87 5.48 -2.46
44 C -1.23 3.74 -0.62
45 C -2.44 4.16 -0.03
46 C -2.91 3.51 1.08
47 C -2.20 2.42 1.58
48 N -1.09 1.97 1.01
49 C -0.60 2.62 -0.06
50 C 0.65 2.14 -0.57
51 N 1.19 1.06 0.04
52 C 2.41 0.69 -0.32
53 C 3.14 1.32 -1.33
54 C 2.58 2.38 -2.00
55 C 1.31 2.82 -1.60
56 H 1.35 11.17 -8.20
57 H 1.85 9.47 -8.32
58 H 2.36 10.46 -6.92
59 H 2.39 8.25 -6.43
60 H 2.23 6.39 -4.82
61 H -1.85 7.43 -4.02
62 H -1.68 9.29 -5.61
63 H -1.67 6.08 -2.37
64 H -2.98 5.00 -0.44
65 H -3.82 3.82 1.57
66 H -2.53 1.92 2.47
67 H 2.83 -0.15 0.20
68 H 4.12 0.96 -1.57
69 H 3.09 2.90 -2.80
70 Cl 2.68 -6.70 2.16
71 C 1.76 -6.31 0.73
72 C 2.17 -6.86 -0.48
73 C 1.45 -6.57 -1.63
74 C 0.37 -5.70 -1.57
75 C 0.00 -5.14 -0.36
76 Cl -1.27 -3.96 -0.37
77 C 0.65 -5.47 0.83
78 N 0.24 -4.98 2.07
79 C -1.05 -5.22 2.59
80 C -1.90 -6.18 2.08
81 C -3.15 -6.39 2.65
82 C -3.54 -5.64 3.76
83 C -2.68 -4.69 4.27
84 C -1.44 -4.46 3.69
85 C -0.52 -3.43 4.24
86 C -0.21 -2.33 3.29
87 O 0.73 -1.53 3.41
88 O -1.00 -2.09 2.31
89 H 3.03 -7.51 -0.50
90 H 1.73 -7.02 -2.57
91 H -0.18 -5.44 -2.46
92 H 0.96 -5.08 2.77
93 H -1.58 -6.79 1.24
94 H -3.81 -7.14 2.24
95 H -4.51 -5.81 4.22
96 H -2.97 -4.11 5.14
97 H 0.44 -3.81 4.61
98 H -0.99 -2.95 5.10
99 I 2.34 4.81 3.45
100 C 2.53 2.75 3.30
101 C 3.62 2.07 3.83
102 C 3.68 0.70 3.66
103 C 2.66 0.04 2.99
104 N 1.62 0.71 2.49
105 C 1.54 2.04 2.64
106 H 4.40 2.60 4.35
107 H 4.51 0.12 4.05
108 H 2.68 -1.02 2.83
109 H 0.68 2.53 2.24
110 C 1.19 -1.60 0.79
111 C 1.98 -2.32 0.21
112 C 3.01 -3.05 -0.44
113 C 4.16 -3.41 0.26
114 C 5.19 -4.08 -0.39
115 C 5.06 -4.38 -1.74
116 C 3.92 -4.03 -2.45
117 C 2.89 -3.36 -1.80
118 H 4.24 -3.17 1.31
119 H 6.08 -4.35 0.15
120 H 5.87 -4.90 -2.25
121 H 3.83 -4.27 -3.50
122 H 1.99 -3.08 -2.34


C3H7ClN3 as an isolated structure. Source: the OMol25 dataset; level of theory: the ωB97M-V functional and the def2-TZVPD basis.

Computed properties:
Energy in eV: -20207.8797
Spin multiplicity: 1
Charge: +1
Gap between HOMO and LUMO in Eh: 0.387
Strongest force on any atom in eV/A: 3.45
HOMO energy in eV: -14.185

Cartesian coordinates (Å):
1 C -0.17 -1.15 0.23
2 C -2.12 0.04 -0.58
3 C 1.35 0.90 0.02
4 N -1.10 0.85 -0.16
5 N 0.08 0.14 0.00
6 N -1.42 -1.59 0.16
7 Cl -3.69 0.16 0.12
8 H 0.64 -1.57 0.67
9 H -2.10 -0.38 -1.68
10 H 2.21 0.22 0.19
11 H 1.37 1.35 -0.97
12 H 1.40 1.61 0.84
13 H -1.27 1.53 0.52
14 H -1.85 -2.43 0.68


C23H31NO5 in the gas phase. Source: the OMol25 dataset; level of theory: the ωB97M-V functional and the def2-TZVPD basis.

Computed properties:
Energy in eV: -36081.0358
Spin multiplicity: 1
Charge: 0
Gap between HOMO and LUMO in Eh: 0.337
Strongest force on any atom in eV/A: 0.80
SMILES string: CCOC(=O)C1(CCOc2ccccc2)CCN(Cc2ccc(COC)o2)CC1
HOMO energy in eV: -8.372

Cartesian coordinates (Å):
1 C 0.05 3.54 0.74
2 C -0.57 2.75 1.88
3 H -1.54 3.18 2.18
4 H 0.10 2.73 2.74
5 O -0.86 1.41 1.50
6 C 0.13 0.53 1.58
7 O 1.25 0.81 1.95
8 C -0.31 -0.88 1.18
9 C 0.91 -1.72 0.82
10 C 1.56 -1.23 -0.48
11 N 0.60 -1.26 -1.56
12 C -0.50 -0.37 -1.28
13 C -1.25 -0.84 -0.03
14 H -2.09 -0.18 0.17
15 H -1.62 -1.85 -0.21
16 H -1.19 -0.38 -2.13
17 H -0.15 0.67 -1.13
18 C 1.22 -0.97 -2.84
19 C 0.27 -1.25 -3.97
20 C -0.42 -2.38 -4.30
21 C -1.18 -2.05 -5.45
22 C -0.89 -0.75 -5.74
23 O -0.01 -0.26 -4.84
24 C -1.36 0.15 -6.84
25 O -1.13 -0.38 -8.13
26 C 0.24 -0.52 -8.44
27 H 0.29 -0.90 -9.46
28 H 0.73 -1.23 -7.76
29 H 0.76 0.45 -8.39
30 H -2.44 0.29 -6.79
31 H -0.86 1.12 -6.73
32 H -1.84 -2.69 -6.00
33 H -0.39 -3.31 -3.79
34 H 2.10 -1.61 -2.94
35 H 1.55 0.08 -2.92
36 H 2.39 -1.89 -0.73
37 H 1.97 -0.22 -0.32
38 H 1.66 -1.67 1.61
39 H 0.60 -2.76 0.68
40 C -1.06 -1.48 2.39
41 C -0.36 -1.25 3.73
42 O -0.66 0.06 4.14
43 C -0.04 0.57 5.24
44 C 0.89 -0.11 6.02
45 C 1.46 0.52 7.11
46 C 1.12 1.82 7.44
47 C 0.19 2.49 6.67
48 C -0.39 1.88 5.58
49 H -1.12 2.39 4.97
50 H -0.09 3.51 6.92
51 H 1.57 2.30 8.30
52 H 2.18 -0.02 7.71
53 H 1.17 -1.12 5.79
54 H -0.73 -1.97 4.47
55 H 0.72 -1.38 3.62
56 H -1.19 -2.55 2.22
57 H -2.05 -1.02 2.46
58 H 0.19 4.57 1.04
59 H 1.01 3.11 0.48
60 H -0.60 3.51 -0.13


Please write out number 1 again, unchanged.
C9H25PSi2 in the gas phase. Source: the OMol25 dataset; level of theory: the ωB97M-V functional and the def2-TZVPD basis.

Computed properties:
Energy in eV: -34782.3239
Spin multiplicity: 1
Charge: 0
Gap between HOMO and LUMO in Eh: 0.254
Strongest force on any atom in eV/A: 5.59
SMILES string: C[Si](C)(C)[Si](C)(C)C=P(C)(C)C
HOMO energy in eV: -6.315

Cartesian coordinates (Å):
1 C -1.20 0.60 -0.07
2 C 0.24 2.36 2.02
3 C 0.10 -0.79 2.19
4 C 1.82 0.69 -2.07
5 C 3.24 -0.88 0.05
6 C 3.25 2.13 0.04
7 C -3.36 -1.37 0.82
8 C -3.54 -0.29 -1.87
9 C -1.31 -2.22 -1.07
10 Si 0.25 0.70 1.06
11 Si 2.22 0.62 -0.23
12 P -2.32 -0.81 -0.59
13 H -1.08 1.39 -0.81
14 H -0.65 2.45 2.63
15 H 1.14 2.38 2.65
16 H 0.31 3.10 1.24
17 H 0.79 -0.73 3.05
18 H 0.41 -1.64 1.60
19 H -0.90 -1.00 2.60
20 H 2.77 0.72 -2.58
21 H 1.34 -0.25 -2.28
22 H 1.16 1.50 -2.39
23 H 4.01 -0.95 -0.70
24 H 2.61 -1.76 -0.02
25 H 3.73 -0.83 1.02
26 H 3.80 2.21 0.99
27 H 3.94 2.23 -0.80
28 H 2.53 2.98 0.02
29 H -2.73 -1.87 1.50
30 H -3.85 -0.57 1.35
31 H -4.15 -2.05 0.48
32 H -3.48 -1.04 -2.68
33 H -3.33 0.69 -2.26
34 H -4.54 -0.24 -1.44
35 H -0.80 -2.06 -2.01
36 H -1.93 -3.09 -1.13
37 H -0.50 -2.31 -0.34